Entry 1:
Formula: C20H25ClN2OOs
Source: the Open Molecules 2025 dataset
Level of theory: ωB97M-V/def2-TZVPD

Computed properties:
E_tot ... -41140.561 eV
Molar mass ... 535.12 g mol⁻¹

Geometry as ORCA input:
```
! RIJCOSX wB97M-V def2-TZVPD def2/J DEFGRID3
* xyz 2 5
C -3.90 0.83 -4.59
C -4.32 -0.58 -4.95
C -5.07 1.67 -4.12
C -3.13 1.51 -5.71
Cl -2.41 0.67 -2.80
H -5.81 1.82 -4.92
H -4.74 2.64 -3.79
H -5.58 1.18 -3.29
H -5.01 -0.60 -5.80
H -4.82 -1.05 -4.11
H -3.46 -1.19 -5.20
H -3.75 1.65 -6.61
H -2.26 0.93 -5.99
H -2.78 2.49 -5.39
C -0.77 -0.86 1.28
C -1.81 0.10 1.45
C -2.77 -0.04 0.41
H -1.84 0.86 2.23
C -2.37 -1.17 -0.37
C -1.14 -1.67 0.16
H -0.56 -2.48 -0.26
H 0.14 -0.98 1.90
H -3.64 0.60 0.20
H -2.83 -1.47 -1.31
C 1.15 1.13 -1.13
C 0.99 1.32 0.28
C -0.08 2.25 0.45
H 1.61 0.86 1.07
C -0.64 2.56 -0.82
C 0.15 1.89 -1.80
H -0.10 1.83 -2.86
H 1.87 0.48 -1.60
H -0.44 2.61 1.40
H -1.53 3.17 -1.03
Os -0.82 0.43 -0.44
N 5.68 -4.78 3.25
C 5.82 -3.65 2.46
O 6.92 -3.22 2.18
C 4.60 -2.98 1.92
C 3.30 -3.50 1.99
C 2.24 -2.72 1.51
N 2.36 -1.50 0.98
C 3.62 -1.05 0.84
C 4.75 -1.73 1.29
H 6.55 -5.13 3.63
H 4.82 -5.04 3.71
H 3.09 -4.48 2.40
H 1.21 -3.09 1.57
H 3.76 -0.08 0.34
H 5.73 -1.27 1.18
*
```

---

Entry 2:
Formula: C20H25ClN2OSn
Source: the Open Molecules 2025 dataset
Level of theory: ωB97M-V/def2-TZVPD

Computed properties:
E_tot ... -44507.315 eV
Molar mass ... 463.60 g mol⁻¹

Geometry as ORCA input:
```
! RIJCOSX wB97M-V def2-TZVPD def2/J DEFGRID3
* xyz 2 1
C -0.28 5.04 -2.50
C -1.69 5.39 -2.16
C 0.75 5.90 -1.88
C -0.03 4.66 -3.92
Cl 0.08 2.72 -1.21
H 0.65 6.88 -2.38
H 1.77 5.54 -2.06
H 0.60 6.05 -0.81
H -1.88 6.35 -2.68
H -1.83 5.56 -1.09
H -2.42 4.66 -2.53
H -0.17 5.59 -4.50
H -0.74 3.92 -4.30
H 0.99 4.32 -4.08
C -0.01 -0.40 3.03
C 1.07 0.50 2.80
C 0.60 1.60 2.07
H 2.09 0.36 3.16
C -0.84 1.41 1.86
C -1.17 0.11 2.40
H -2.17 -0.34 2.39
H 0.03 -1.30 3.65
H 1.18 2.47 1.74
H -1.57 2.21 1.67
C 1.62 -1.88 -1.43
C 2.40 -2.11 -0.27
C 3.03 -0.88 0.12
H 2.56 -3.08 0.21
C 2.69 0.11 -0.83
C 1.86 -0.52 -1.85
H 1.67 -0.13 -2.86
H 1.01 -2.61 -1.96
H 3.69 -0.75 0.98
H 3.00 1.16 -0.81
Sn -0.07 0.60 -0.39
N -3.13 -6.35 0.91
C -2.82 -5.09 0.49
O -3.50 -4.47 -0.33
C -1.56 -4.49 1.07
C -0.70 -5.15 2.00
C 0.43 -4.52 2.48
C 0.70 -3.20 2.01
N -0.08 -2.58 1.14
C -1.18 -3.20 0.67
H -3.99 -6.75 0.54
H -2.62 -6.89 1.61
H -0.95 -6.16 2.33
H 1.14 -4.96 3.20
H 1.59 -2.65 2.37
H -1.80 -2.61 -0.05
*
```

---

Entry 3:
Formula: C20H25ClN4OS
Source: the Open Molecules 2025 dataset
Level of theory: ωB97M-V/def2-TZVPD

Computed properties:
E_tot ... -52510.295 eV
SMILES ... COC[C@H](C)/N=C1\NN=C(c2cc(C)n(Cc3ccccc3Cl)c2C)CS1
Molar mass ... 404.97 g mol⁻¹

Geometry as ORCA input:
```
! RIJCOSX wB97M-V def2-TZVPD def2/J DEFGRID3
* xyz 0 1
C -7.19 0.27 2.02
O -7.50 1.16 0.96
C -6.60 2.23 0.82
C -5.26 1.87 0.14
C -5.52 1.05 -1.13
N -4.45 1.14 1.08
C -3.19 1.07 1.01
N -2.37 1.67 0.08
N -1.06 1.38 -0.19
C -0.28 1.00 0.75
C 1.08 0.65 0.46
C 2.13 0.52 1.41
C 3.27 0.18 0.73
C 4.64 -0.04 1.26
N 2.96 0.08 -0.60
C 3.89 -0.27 -1.64
C 4.60 -1.57 -1.41
C 5.99 -1.63 -1.46
C 6.68 -2.81 -1.25
C 5.98 -3.97 -0.98
C 4.60 -3.95 -0.93
C 3.92 -2.76 -1.15
Cl 2.19 -2.79 -1.10
C 1.64 0.37 -0.78
C 0.99 0.37 -2.12
C -0.76 0.90 2.18
S -2.39 0.06 2.21
H -6.19 -0.15 1.91
H -7.24 0.79 2.99
H -7.94 -0.51 1.99
H -7.13 2.96 0.20
H -6.39 2.68 1.80
H -4.79 2.83 -0.13
H -4.59 0.73 -1.59
H -6.10 0.17 -0.87
H -6.09 1.64 -1.84
H -2.83 2.06 -0.73
H 2.07 0.68 2.47
H 4.67 0.27 2.30
H 5.38 0.54 0.71
H 4.93 -1.09 1.20
H 3.34 -0.33 -2.58
H 4.64 0.53 -1.74
H 6.54 -0.72 -1.66
H 7.76 -2.82 -1.30
H 6.50 -4.90 -0.82
H 4.04 -4.85 -0.73
H 1.39 1.15 -2.76
H 1.11 -0.59 -2.62
H -0.07 0.56 -1.97
H -0.89 1.89 2.61
H -0.10 0.30 2.80
*
```

---

Entry 4:
Formula: C20H25ClN4PdS
Source: the Open Molecules 2025 dataset
Level of theory: ωB97M-V/def2-TZVPD

Computed properties:
E_tot ... -53926.414 eV
Molar mass ... 495.39 g mol⁻¹

Geometry as ORCA input:
```
! RIJCOSX wB97M-V def2-TZVPD def2/J DEFGRID3
* xyz 2 1
Pd -0.24 -1.17 -0.31
Cl 4.76 0.01 -0.46
C 4.19 -0.93 0.84
C 4.68 -0.70 2.09
C 4.26 -1.51 3.15
C 3.34 -2.56 2.98
C 2.84 -2.81 1.74
C 3.23 -1.99 0.61
C 2.79 -2.32 -0.63
H 5.42 0.07 2.26
H 4.66 -1.32 4.14
H 3.07 -3.18 3.82
H 2.16 -3.63 1.56
H 2.20 -3.21 -0.80
H 3.14 -1.78 -1.50
N -2.16 -1.48 -1.02
C -3.21 -0.61 -0.53
C -3.89 0.22 -1.40
C -4.88 1.05 -0.91
C -5.18 1.04 0.45
C -4.50 0.20 1.31
C -3.50 -0.64 0.83
H -2.30 -2.44 -0.70
H -2.15 -1.50 -2.04
H -3.68 0.19 -2.47
H -5.43 1.69 -1.59
H -5.96 1.69 0.83
H -4.75 0.18 2.36
H -2.97 -1.30 1.49
C -0.88 1.64 0.32
C -0.46 3.13 0.18
N 0.42 3.30 -0.97
C -0.26 2.80 -2.16
C -0.44 1.26 -2.04
N -0.10 0.83 -0.66
C 1.34 1.08 -0.44
C 1.65 2.58 -0.76
H -1.94 1.49 0.12
H -0.66 1.25 1.32
H 0.07 3.47 1.07
H -1.34 3.76 0.06
H 0.32 3.05 -3.05
H -1.23 3.29 -2.24
H 0.22 0.72 -2.72
H -1.47 0.97 -2.25
H 1.91 0.41 -1.09
H 1.56 0.84 0.61
H 2.27 2.65 -1.66
H 2.21 3.03 0.06
S 0.96 -5.55 0.02
C 0.21 -4.15 0.08
N -0.34 -3.10 0.12
*
```